Record 1
The ion C2H2Cl3O2S with charge -1 in a non-equilibrium geometry. Source: the OMol25 dataset; level of theory: wB97M-V/def2-TZVPD.

Energy above the lowest of the compared OMol25 structures with the same formula, charge and spin = 24.8 kJ/mol
Net charge = -1
E = -2006.707582 Ha
Spin multiplicity = 1

CARTESIAN COORDINATES (ANGSTROEM)
C1 0.03619 0.44108 0.00990
C2 0.96344 1.30696 0.84874
O1 2.66870 -0.95489 1.74570
O2 0.57616 1.68439 1.93866
S1 2.73047 0.17246 0.77170
Cl1 -1.59705 1.22430 -0.14036
Cl2 2.51986 -0.68310 -1.11725
Cl3 1.68002 2.69027 -0.34438
H1 0.41711 0.15050 -1.03859
H2 -0.03496 -0.55282 0.62667

Record 2
A structure of composition C2H2Cl3O2S in a non-equilibrium geometry. Source: the OMol25 dataset; level of theory: wB97M-V/def2-TZVPD.

Energy above the lowest of the compared OMol25 structures with the same formula, charge and spin = 79.8 kJ/mol
Net charge = -1
E = -2006.686615 Ha
Spin multiplicity = 1

CARTESIAN COORDINATES (ANGSTROEM)
C1 -0.10079 1.15057 -0.49570
C2 0.89895 0.11197 -0.17206
O1 -1.21836 -0.63147 1.69256
O2 1.58052 -0.07605 0.83360
S1 -0.31848 -1.47946 0.92290
Cl1 0.74474 2.61467 -0.86797
Cl2 -1.56470 -3.23125 0.59352
Cl3 1.63577 -0.78274 -1.68233
H1 -0.86297 0.99259 -1.22932
H2 -0.79468 1.33117 0.40480

Question: What is the formula in the second record?
Answer: C2H2Cl3O2S